i.
The following is a DFT calculation (wB97M-V/def2-TZVPD) of a cluster of 2 separate species, C4H8NO3 in total.

```
16
C4H8NO3, DFT wB97M-V/def2-TZVPD
O -1.190 1.532 1.411
O -0.034 1.341 -1.129
O -1.824 -0.633 -2.357
N -0.989 -1.395 -1.492
C -0.485 0.357 1.133
C 0.946 0.068 1.589
C 0.072 0.381 -0.357
C 1.383 -0.299 0.145
H -1.146 -0.532 1.180
H -1.370 0.191 -2.486
H -0.286 -1.886 -2.149
H 1.023 -0.700 2.503
H 2.352 0.033 -0.225
H -1.168 1.890 0.437
H 1.440 1.010 2.049
H 1.275 -1.357 -0.250
```

Kohn-Sham gap (eV): 6.66
Total charge: -1
Lowest unoccupied orbital energy (eV): 4.09
Multiplicity: 1

ii.
The following is a DFT calculation (wB97M-V/def2-TZVPD) of the ion C4H8NO3 with charge -1.

```
16
C4H8NO3, DFT wB97M-V/def2-TZVPD
O 1.853 1.752 1.746
O 2.679 0.209 0.309
O -1.976 -1.193 -0.751
N -0.238 -0.445 1.412
C 0.322 0.531 0.424
C 0.216 -0.142 -0.930
C -1.213 -0.175 -1.433
C 1.772 0.874 0.859
H -0.372 1.365 0.527
H -1.241 -0.472 -2.486
H 0.549 -1.173 -0.809
H -1.667 -1.137 0.167
H 0.861 0.313 -1.679
H 0.450 -1.170 1.582
H -1.680 0.797 -1.222
H -0.316 0.067 2.285
```

Kohn-Sham gap (eV): 8.06
SMILES string: N[C@H](CCO)C(=O)[O-]
Total charge: -1
Lowest unoccupied orbital energy (eV): 3.91
Multiplicity: 1

Most stable of them? ii.

i.
The following is a DFT calculation (wB97M-V/def2-TZVPD) of a cluster of 2 separate species, C4H8NO3 in total.

```
16
C4H8NO3, DFT wB97M-V/def2-TZVPD
O 0.992 2.857 -1.156
O 1.067 0.800 -0.210
O -1.778 -3.262 -0.524
N -0.987 -1.588 0.794
C -0.111 -1.773 -1.401
C -1.035 -2.300 -0.363
C 0.933 2.050 -0.207
C 0.701 2.641 1.226
H 0.463 -0.870 -1.183
H 0.553 3.720 1.264
H 0.586 -2.555 -1.718
H -1.640 -1.760 1.537
H -0.429 -0.741 0.759
H 1.567 2.344 1.823
H -0.741 -1.667 -2.275
H -0.142 2.103 1.635
```

Kohn-Sham gap (eV): 8.30
Total charge: -1
Lowest unoccupied orbital energy (eV): 3.81
Multiplicity: 1

ii.
The following is a DFT calculation (wB97M-V/def2-TZVPD) of a cluster of 2 separate species, C4H8NO3 in total.

```
16
C4H8NO3, DFT wB97M-V/def2-TZVPD
O -0.502 1.203 -1.167
O 0.036 -0.671 -2.468
O 0.557 0.254 3.383
N -0.231 -0.178 1.204
C -0.767 1.311 -3.549
C 0.937 -1.894 2.589
C -0.305 0.558 -2.215
C 0.348 -0.454 2.422
H 0.843 -2.566 1.773
H 1.887 -1.581 3.145
H -1.865 1.419 -3.600
H -0.301 2.277 -3.665
H -0.629 0.758 0.910
H 0.167 -2.292 3.368
H -0.559 0.562 -4.312
H 0.070 -0.738 0.484
```

Kohn-Sham gap (eV): 8.17
Total charge: -1
Lowest unoccupied orbital energy (eV): 3.75
Multiplicity: 1

Most stable of them? i.

i.
The following is a DFT calculation (wB97M-V/def2-TZVPD) of an isolated molecule of C8H12S.

```
21
C8H12S, DFT wB97M-V/def2-TZVPD
S 1.506 2.722 0.209
C -1.918 0.462 0.055
C 1.057 -1.260 0.274
C 1.200 0.001 1.145
C 0.653 1.179 0.377
C -2.753 -0.460 0.532
C -0.699 1.235 -0.022
C -3.325 0.504 -0.499
C 2.022 -1.345 -0.945
H -0.901 2.137 -0.642
H 2.237 0.153 1.626
H -3.298 0.283 -1.605
H 1.430 -2.142 0.877
H 2.665 2.135 -0.203
H 1.904 -0.544 -1.612
H -3.197 -1.277 0.951
H 1.742 -2.283 -1.638
H 3.087 -1.536 -0.717
H 0.013 -1.343 -0.021
H -3.890 1.475 -0.224
H 0.464 -0.097 2.080
```

Kohn-Sham gap (eV): 8.26
SMILES string: CCC/C(S)=C\C1=CC1
Total charge: 0
Lowest unoccupied orbital energy (eV): 0.13
Multiplicity: 1

ii.
The following is a DFT calculation (wB97M-V/def2-TZVPD) of an isolated molecule of C8H12S.

```
21
C8H12S, DFT wB97M-V/def2-TZVPD
S 2.030 0.788 0.607
C 0.806 0.037 -0.379
C 3.416 -0.208 0.041
C 0.427 -1.405 -0.007
C -0.721 -1.560 0.926
C -2.814 0.465 0.579
C -1.489 -0.290 0.597
C -0.825 0.742 0.076
C -2.056 1.616 -0.132
H -3.636 0.137 0.049
H -0.385 -1.528 1.889
H 0.876 0.101 -1.417
H -2.431 1.763 -1.149
H 3.081 -1.268 0.341
H 0.025 -1.870 -1.038
H 3.578 -0.197 -1.091
H -3.237 0.712 1.512
H 1.414 -2.048 0.223
H -2.123 2.563 0.348
H 4.308 -0.068 0.721
H -1.346 -2.403 0.768
```

Kohn-Sham gap (eV): 9.41
SMILES string: CS[C@H]1CCC2=C1CC2
Total charge: 0
Lowest unoccupied orbital energy (eV): 1.00
Multiplicity: 1

Most stable of them? ii.

i.
The following is a DFT calculation (wB97M-V/def2-TZVPD) of the ion C7H14 with charge -1.

```
21
C7H14, DFT wB97M-V/def2-TZVPD
C 0.508 -2.808 -1.145
C -0.521 -0.490 -0.873
C 0.224 0.584 1.271
C -0.042 2.888 0.122
C -0.936 -0.230 0.589
C 0.701 -1.331 -0.892
C -0.031 2.086 1.163
H 0.034 2.508 2.217
H 1.288 -0.813 -1.635
H -0.434 0.431 -1.359
H 0.355 0.167 2.341
H 1.209 0.321 0.766
H -0.253 -3.087 -1.943
H 0.029 -3.287 -0.289
H 1.541 -1.258 -0.050
H -1.400 -1.118 -1.259
H -0.916 -1.240 1.105
H -0.375 2.403 -0.901
H 1.513 -3.349 -1.225
H -0.119 3.960 0.006
H -1.893 0.174 0.812
```

Kohn-Sham gap (alpha / beta) (eV): 2.66 / 9.66
⟨S²⟩: 0.75
Total charge: -1
Lowest unoccupied orbital energy (alpha / beta) (eV): 4.07 / 4.01
Multiplicity: 2

ii.
The following is a DFT calculation (wB97M-V/def2-TZVPD) of the ion C7H14 with charge -1.

```
21
C7H14, DFT wB97M-V/def2-TZVPD
C 0.359 -2.625 0.596
C 0.548 -1.568 -0.541
C -0.588 1.578 0.158
C 0.382 0.549 0.733
C -1.043 2.645 0.795
C -1.096 1.244 -1.310
C 1.271 -0.299 -0.255
H -1.296 2.110 -1.880
H -2.122 0.734 -1.171
H -0.144 0.017 1.590
H -0.581 2.994 1.659
H 1.013 -2.097 -1.490
H 0.601 -3.713 0.340
H -0.576 -2.517 1.166
H 1.365 0.244 -1.203
H -0.494 -1.205 -0.932
H -1.657 3.494 0.502
H -0.463 0.522 -1.728
H 1.026 0.980 1.431
H 1.286 -2.382 1.283
H 2.210 -0.704 0.256
```

Kohn-Sham gap (alpha / beta) (eV): 2.62 / 9.21
⟨S²⟩: 0.75
Total charge: -1
Lowest unoccupied orbital energy (alpha / beta) (eV): 3.99 / 3.89
Multiplicity: 2

Most stable of them? ii.